Computed, not measured: a structure of composition C25H23CoN6 in a non-equilibrium geometry, with ωB97M-V/def2-TZVPD.

```
55
Properties=species:S:1:pos:R:3:forces:R:3:mulliken_charge:R:1
Co 0.06841 0.54806 -0.73823 -0.9 1.7 1.1 -0.58
N -2.28813 0.38419 -0.93670 -0.2 0.0 -0.2 -0.27
C -2.55750 -0.63328 0.04330 0.8 0.3 0.9 1.00
C -3.58674 -1.62960 -0.18398 -0.3 -0.5 0.0 -0.86
C -3.47601 -2.83165 0.39011 0.0 0.2 -0.1 -1.00
C -2.33439 -3.14409 1.29848 0.1 0.0 0.2 -0.41
C -0.30057 -2.44647 1.72982 0.1 -0.5 0.2 -1.13
C -1.73136 -0.73218 1.09578 -0.2 -0.1 -0.8 -1.68
C 0.60674 -1.23014 1.38976 0.9 0.3 -0.2 2.43
C 1.56768 -1.00138 2.49830 0.3 -0.1 -0.5 -0.95
C 2.91475 -1.04415 2.32008 -0.7 0.2 1.3 -0.94
C 3.48027 -1.29311 1.06085 -1.2 -0.2 -1.7 -0.51
C 2.65787 -1.43220 -0.05920 2.2 -0.2 0.4 -0.96
C 1.29111 -1.36583 0.05942 -2.9 0.5 0.0 0.25
H -2.82157 0.18435 -1.78015 0.1 0.1 0.1 0.35
H -2.57062 1.30267 -0.59897 0.0 -0.2 -0.1 0.30
H -4.40379 -1.39206 -0.84842 -0.2 0.0 -0.1 0.46
H -4.20323 -3.60607 0.20034 -0.1 0.0 -0.1 0.45
H -2.60709 -3.93704 1.99207 0.0 0.0 0.0 0.65
H 0.14855 -3.00963 2.54736 -0.1 -0.1 0.0 0.71
H 1.15314 -0.82640 3.47957 0.0 0.0 0.2 0.54
H 3.57291 -0.89648 3.16282 0.0 0.0 0.1 0.50
H 4.55082 -1.33552 0.95081 0.2 0.0 0.0 0.48
H 3.09551 -1.56262 -1.03912 0.0 0.0 -0.1 0.60
N -0.29448 1.08645 1.96807 0.1 -0.4 0.4 0.04
C 0.08875 2.26544 1.45666 0.0 0.5 -0.2 0.43
C 0.41288 3.37289 2.26081 0.0 0.0 -0.1 -1.03
C 0.83724 4.53061 1.66305 -0.1 -0.3 -0.1 -0.30
C 0.88505 4.59424 0.26839 0.0 0.0 -0.1 -0.97
C 0.51134 3.48847 -0.45420 0.2 0.4 0.0 0.11
N 0.14011 2.32626 0.10549 0.1 0.2 0.2 0.07
C -0.41364 -0.04259 1.09866 0.4 0.2 -0.5 1.25
C -1.71954 -1.93117 1.99572 -0.3 0.2 0.3 -0.18
C -0.89333 -3.43400 0.68280 0.0 -0.5 0.0 0.03
C -0.87915 -3.20803 -0.77525 0.5 0.8 -1.0 -1.42
C -0.37762 -2.16766 -1.47946 -1.3 -1.9 -0.1 -0.58
N 0.44970 -1.20822 -1.03280 2.6 -1.0 0.5 0.02
H -0.44421 0.98464 2.96169 0.1 0.3 0.0 0.39
H 0.34741 3.27890 3.33156 0.0 0.0 0.2 0.43
H 1.13787 5.37697 2.25890 0.0 0.1 0.1 0.44
H 1.21825 5.48400 -0.23933 0.0 0.1 -0.1 0.44
H 0.51342 3.52753 -1.53467 0.1 -0.1 0.0 0.31
H -2.01016 -1.71557 3.02471 0.0 0.0 0.1 0.42
H -0.58750 -4.46584 0.87738 0.0 0.1 0.1 0.73
H -1.48182 -3.92412 -1.31792 0.0 0.0 -0.1 0.36
H -0.67015 -2.06334 -2.51948 0.0 0.0 -0.1 0.44
N 0.03113 1.76809 -3.46819 -0.1 0.1 -0.1 -0.28
C 0.81666 2.33372 -4.40013 0.3 0.0 0.0 -0.16
C 2.11794 2.10461 -4.01759 -0.1 0.1 -0.1 -0.89
C 2.02411 1.38090 -2.82656 -0.3 0.0 -0.2 -0.39
N 0.75272 1.18553 -2.50597 -0.1 -0.2 0.2 0.31
H -0.97624 1.72740 -3.44755 0.2 0.0 0.1 0.12
H 0.41561 2.85412 -5.24369 -0.2 0.1 -0.2 0.47
H 3.00755 2.41606 -4.52058 0.2 0.1 -0.2 0.42
H 2.81335 1.00434 -2.20462 0.1 -0.1 0.2 0.50
```
Forces are in eV/Å.

Calculated values
2S+1   2
E_LUMO (alpha / beta)   -4.3 / -4.4 eV
Kohn-Sham gap (alpha / beta)   5.43 / 5.25 eV
Charge   +1
⟨S²⟩   0.78